# 1
{
  "formula": "C8H7N3S",
  "method": "ωB97M-V/def2-TZVPD",
  "orbital_gap_ev": 9.16,
  "de_lowest_kcal_mol": 20.91,
  "multiplicity": 1,
  "homo_energy_ev": -8.63,
  "elements": ["S", "N", "N", "N", "C", "C", "C", "C", "C", "C", "C", "C", "H", "H", "H", "H", "H", "H", "H"],
  "xyz": [[0.0710, -2.0050, 0.5158], [-3.6222, -2.9653, 0.8099], [-1.0794, -1.4782, -0.7530], [-0.4816, -0.4561, -1.5570], [1.6330, 0.1934, 1.3167], [1.9410, 1.9817, -0.2287], [2.1806, 1.4089, 1.0163], [1.0598, 1.3793, -1.0725], [0.8001, -0.3985, 0.3943], [-3.0513, -2.0760, 0.4080], [-2.1901, -0.9477, 0.0646], [0.4933, 0.2171, -0.7630], [0.5710, 1.8066, -1.9507], [-1.8410, -0.4134, 0.9181], [2.6114, 2.0084, 1.7814], [1.6743, -0.1505, 2.3256], [-2.9767, -0.3288, -0.5323], [2.2869, 3.0498, -0.2093], [-0.0801, -0.8260, -2.4843]],
  "forces_ev_per_a": [[0.092, 0.279, -0.983], [-1.416, -1.750, 0.501], [0.191, -0.143, 0.100], [0.486, -0.556, -0.998], [-0.438, 0.039, 0.537], [0.856, 2.235, 1.856], [-0.311, 0.074, -0.672], [-0.618, 2.268, -2.350], [0.595, -1.770, 1.808], [1.756, 1.279, 0.475], [-2.539, 0.479, -2.731], [-1.059, -1.910, -0.630], [0.844, 0.585, -0.004], [-0.054, 0.507, 0.745], [0.702, 0.177, 0.419], [0.287, -0.587, 0.431], [1.971, -0.382, 0.538], [-0.435, -1.143, -1.162], [-0.909, 0.320, 2.121]]
}

# 2
{
  "formula": "C8H7NO",
  "method": "ωB97M-V/def2-TZVPD",
  "orbital_gap_ev": 9.87,
  "de_lowest_kcal_mol": 21.04,
  "multiplicity": 1,
  "homo_energy_ev": -9.03,
  "elements": ["O", "N", "C", "C", "C", "C", "C", "C", "C", "C", "H", "H", "H", "H", "H", "H", "H"],
  "xyz": [[-1.7145, 0.6670, 0.0991], [1.3988, 3.2317, 0.9500], [1.6973, -0.2911, 0.8675], [-0.3728, 0.3824, -1.6552], [-1.7168, 0.3022, -2.0940], [0.6486, 0.7859, 0.6920], [-2.4832, 0.4838, -0.9858], [-0.4284, 0.6028, -0.3097], [1.0669, 2.1422, 0.8373], [0.6723, -0.0864, 1.9295], [1.6172, -1.1570, 0.2282], [0.5103, 0.2897, -2.2539], [0.9734, 0.3728, 2.8590], [-2.0578, 0.1341, -3.0944], [2.7110, 0.0276, 1.0594], [-0.1251, -0.8073, 2.0281], [-3.5448, 0.5029, -0.8407]],
  "forces_ev_per_a": [[0.084, 0.091, 0.499], [0.170, 0.511, 0.054], [0.117, -0.116, 0.036], [0.041, 0.071, 0.715], [-0.424, 0.076, 0.304], [-0.515, -0.471, -0.111], [-0.095, -0.121, -0.825], [0.604, -0.347, -0.635], [0.178, 0.236, 0.160], [0.035, -0.105, 0.093], [-0.114, 0.003, -0.052], [0.233, -0.009, -0.053], [0.043, 0.093, -0.039], [-0.155, -0.030, -0.186], [-0.016, 0.110, 0.028], [-0.055, -0.008, -0.104], [-0.130, 0.016, 0.115]]
}

# 3
{
  "formula": "C8H7NO3S",
  "method": "ωB97M-V/def2-TZVPD",
  "orbital_gap_ev": 7.82,
  "de_lowest_kcal_mol": 94.50,
  "multiplicity": 1,
  "homo_energy_ev": -8.67,
  "elements": ["S", "O", "O", "O", "N", "C", "C", "C", "C", "C", "C", "C", "C", "H", "H", "H", "H", "H", "H", "H"],
  "xyz": [[-3.8912, -1.5444, 0.3074], [-2.7356, 1.9473, -0.9063], [2.8144, -0.4960, -0.1041], [-4.5143, 1.4257, 0.1709], [-3.4524, 1.2737, -0.2873], [0.7108, -1.5712, -0.7006], [0.7302, 0.6166, 0.2757], [-0.6513, -1.6378, -0.6446], [-2.7494, -0.5318, -0.0536], [1.4726, -0.4622, -0.1752], [-0.6206, 0.5427, 0.2856], [3.4237, 0.5980, 0.5741], [-1.3352, -0.5533, -0.1591], [1.2505, -2.4450, -0.9028], [-1.0134, -2.4776, -1.2258], [-1.1012, 1.3231, 0.7359], [3.1659, 0.4726, 1.5641], [1.0583, 1.5905, 0.5754], [3.0126, 1.5223, 0.1437], [4.4258, 0.4067, 0.5267]],
  "forces_ev_per_a": [[-0.028, -0.092, -0.180], [1.420, 2.853, -1.820], [-0.482, -0.870, -0.838], [-2.144, 0.906, 0.673], [1.613, -5.377, 1.096], [1.818, 1.464, 1.743], [0.361, 0.365, -0.164], [1.343, -0.480, -1.568], [-1.734, 1.377, 0.390], [-0.950, -0.653, -0.253], [-0.020, -1.541, -0.512], [-2.464, -0.004, -1.674], [-0.941, 0.764, 0.099], [0.802, -1.049, -0.843], [-0.924, -0.021, 0.680], [-1.422, 1.915, 0.769], [-0.772, 0.365, 2.459], [0.880, -0.028, 0.328], [0.949, -0.036, 0.281], [2.696, 0.144, -0.666]]
}

# 4
{
  "formula": "C8H7O3P",
  "method": "ωB97M-V/def2-TZVPD",
  "orbital_gap_ev": [6.97, 7.95],
  "de_lowest_kcal_mol": 117.41,
  "multiplicity": 1,
  "homo_energy_ev": [-7.76, -8.79],
  "elements": ["P", "O", "O", "O", "C", "C", "C", "C", "C", "C", "C", "C", "H", "H", "H", "H", "H", "H", "H"],
  "xyz": [[1.7077, -0.2459, -0.5668], [2.3997, 0.1032, -1.7808], [2.0868, 2.7863, 0.8880], [2.4573, 1.4683, 1.1367], [-0.7058, -0.7055, 0.7283], [2.3395, -1.7475, 0.2817], [-2.7525, 0.2754, 0.0454], [-2.0985, 1.0548, -0.9048], [-0.0900, -0.0541, -0.3156], [2.3037, -2.9393, 0.4825], [-0.7602, 0.8398, -1.2152], [-2.1034, -0.6486, 0.8259], [-2.6826, -1.3531, 1.3508], [-0.3637, 1.2966, -2.1267], [-2.9132, 1.7185, -1.2997], [2.6655, 3.0042, 0.1150], [2.3445, -3.9595, 0.6358], [-0.0390, -1.1847, 1.3904], [-3.7958, 0.2912, 0.3291]],
  "forces_ev_per_a": [[0.373, 0.843, 4.425], [0.267, 0.255, -1.585], [0.388, -0.123, -1.380], [-0.474, -2.013, -1.058], [-0.698, 0.306, -0.584], [-1.456, 0.847, -1.009], [0.255, -0.897, 1.106], [-2.238, 0.365, 0.139], [1.042, 1.104, -1.884], [0.253, 1.939, -0.257], [-0.892, -0.429, 0.597], [1.835, 0.262, -0.826], [-0.319, -0.494, 1.229], [0.424, -0.214, 0.672], [1.889, -0.073, -0.738], [-0.567, 0.049, 0.880], [0.099, -1.404, 0.348], [0.155, -1.054, 0.809], [-0.337, 0.732, -0.884]]
}

# 5
{
  "formula": "C8H7P",
  "method": "ωB97M-V/def2-TZVPD",
  "orbital_gap_ev": 9.11,
  "de_lowest_kcal_mol": 0.00,
  "multiplicity": 1,
  "homo_energy_ev": -8.67,
  "elements": ["P", "C", "C", "C", "C", "C", "C", "C", "C", "H", "H", "H", "H", "H", "H", "H"],
  "xyz": [[-2.7943, -1.0383, 0.0063], [-0.3568, 0.2748, 0.1541], [-0.7636, -1.0702, -0.0313], [0.0945, -2.1721, 0.0027], [-1.3917, 1.2729, -0.0013], [1.4619, -1.9178, 0.0461], [-2.7285, 0.6431, -0.0531], [1.0356, 0.4670, -0.0166], [1.9240, -0.6126, -0.1705], [1.5542, 1.3802, -0.0291], [-1.3610, 1.8583, -0.9227], [-1.2506, 2.0322, 0.6630], [-0.4057, -3.1969, -0.0357], [-3.5772, 1.1689, -0.1458], [2.1233, -2.6685, 0.1103], [3.0248, -0.5641, -0.3271]],
  "forces_ev_per_a": [[2.537, 0.530, -0.461], [2.541, -2.516, -2.369], [-2.776, 0.667, 1.389], [-1.251, -0.474, 0.110], [-1.142, -0.165, -1.744], [-2.583, 2.352, -1.220], [2.460, -3.325, 0.912], [0.418, -1.361, -0.013], [-0.187, -0.775, 1.215], [-0.094, 1.631, -0.095], [0.659, -0.222, -0.573], [-0.185, 2.156, 2.495], [1.188, 1.364, 0.209], [-2.874, 2.123, -0.174], [2.298, -2.724, 0.078], [-1.008, 0.738, 0.240]]
}

# 6
{
  "formula": "C8H8",
  "method": "ωB97M-V/def2-TZVPD",
  "orbital_gap_ev": 9.91,
  "de_lowest_kcal_mol": 87.05,
  "multiplicity": 1,
  "homo_energy_ev": -8.82,
  "elements": ["C", "C", "C", "C", "C", "C", "C", "C", "H", "H", "H", "H", "H", "H", "H", "H"],
  "xyz": [[-2.8683, -0.9577, 0.9143], [1.0845, -1.0056, 0.3953], [0.7155, -1.0405, -0.9078], [1.2633, 1.1900, -0.3734], [0.6952, 0.3936, 0.8288], [-1.8633, -0.3506, 0.4907], [-0.7014, 0.5225, 0.1554], [0.1997, 0.3066, -1.1821], [1.0609, 2.2699, -0.3503], [-3.6765, -1.5560, 1.2560], [-0.2128, 0.7048, -2.1196], [0.7665, 0.6089, 1.9089], [2.3116, 1.1071, -0.6551], [1.5449, -1.8175, 0.9505], [-1.0928, 1.5314, 0.2917], [0.7731, -1.9071, -1.6033]],
  "forces_ev_per_a": [[3.839, 2.109, -1.665], [-0.208, -0.915, -1.400], [0.978, -2.226, 0.370], [-0.358, 0.714, -0.311], [-0.153, -0.575, 0.848], [-2.520, -1.873, 1.544], [-0.677, -0.170, -0.414], [-1.096, 2.623, 1.046], [-0.420, -0.235, 0.017], [-0.111, 0.021, -0.020], [0.351, -0.694, 0.159], [0.333, 0.259, -0.634], [0.003, -0.568, 0.142], [-0.199, 0.332, 0.090], [0.246, 0.266, -0.394], [-0.009, 0.932, 0.622]]
}

| no. | molar mass (g mol⁻¹) | calculated total energy (Ha) |
| --- | --- | --- |
| 1 | 177.2 | -871.4092 |
| 2 | 133.2 | -438.9805 |
| 3 | 197.2 | -987.5194 |
| 4 | 182.1 | -875.8649 |
| 5 | 134.1 | -650.3240 |
| 6 | 104.2 | -309.4751 |